Entry 1:
Here is a cluster of 2 separate species, C3H7OS in total in a non-equilibrium geometry from OMol25. Energies are from ωB97M-V/def2-TZVPD.

**HOMO-LUMO gap**: 0.244 Ha
**Electronic energy**: -591.9290 Ha
**Charge**: -1
**Lowest unoccupied orbital energy**: 4.07 eV
**HOMO level**: -2.56 eV

Geometry as XYZ:
```
12
C3H7OS, DFT ωB97M-V/def2-TZVPD
O 1.74478 0.91402 2.73975
C 1.43497 -0.04694 2.08705
H 0.74951 -0.76063 2.54218
H 1.72333 -0.24373 1.05050
C -0.94780 0.77194 -1.19103
C -0.40643 -0.68178 -1.05311
S -1.04823 -1.46622 0.43433
H -2.00506 0.81035 -0.93490
H -0.87024 1.21946 -2.19306
H -0.36956 1.34768 -0.47747
H 0.68809 -0.65001 -1.03671
H -0.69335 -1.21413 -1.96753
```

---

Entry 2:
Here is an isolated molecule of C11H17F9IOPSi from OMol25. Energies are from ωB97M-V/def2-TZVPD.

**HOMO-LUMO gap**: 0.333 Ha
**Electronic energy**: -2331.9802 Ha
**Charge**: 0
**Lowest unoccupied orbital energy**: 0.39 eV
**HOMO level**: -8.66 eV
**SMILES string**: CCP(CC)[Si@@](I)(C[C@H](C)O)C(F)(F)C(F)(F)C(F)(F)C(F)(F)F

Geometry as XYZ:
```
41
C11H17F9IOPSi, DFT ωB97M-V/def2-TZVPD
C -1.34985 -2.15124 3.49961
C -0.85973 -2.25013 2.04082
P 0.00717 -0.72337 1.47482
C 1.79171 -1.10030 1.76045
C 2.46429 -2.20501 0.94646
Si -0.38239 -0.77460 -0.70947
I -0.07823 -3.00104 -1.74250
C -2.16034 -0.31721 -1.02135
C -2.65122 0.97455 -0.34514
C -4.08250 0.85857 0.20238
O -2.53672 1.98756 -1.34613
C 0.84787 0.34489 -1.73919
F 0.43893 0.32769 -3.02952
F 2.09842 -0.21228 -1.71896
C 1.01551 1.83416 -1.31576
F 0.57218 1.94969 -0.03864
F 0.26342 2.62139 -2.08203
C 2.45596 2.43526 -1.29279
F 2.30367 3.72565 -0.95952
F 3.16209 1.83627 -0.32310
C 3.28194 2.38570 -2.61997
F 4.07014 1.31350 -2.65489
F 2.45790 2.34500 -3.67347
F 4.04755 3.47579 -2.71319
H -0.83191 -2.86968 4.13750
H -1.16989 -1.15769 3.91903
H -2.42070 -2.35074 3.56689
H -1.70492 -2.40526 1.36118
H -0.21771 -3.12641 1.90679
H 2.31600 -0.14755 1.63591
H 1.83947 -1.34608 2.82801
H 2.70272 -1.86373 -0.06149
H 1.82933 -3.08992 0.86367
H 3.40130 -2.51054 1.42067
H -2.33236 -0.23626 -2.09955
H -2.73647 -1.18102 -0.66893
H -1.98498 1.22360 0.49006
H -4.61133 -0.00675 -0.20314
H -4.08162 0.78281 1.29285
H -4.64971 1.75246 -0.06796
H -2.52498 2.85229 -0.92043
```

---

Entry 3:
Here is a structure of composition C18H28BBrClF6N2O2SSi3 in a non-equilibrium geometry from OMol25. Energies are from ωB97M-V/def2-TZVPD.

**HOMO-LUMO gap**: 0.296 Ha
**Electronic energy**: -5888.0932 Ha
**Charge**: -1
**Lowest unoccupied orbital energy**: 1.33 eV
**HOMO level**: -6.72 eV

Geometry as XYZ:
```
63
C18H28BBrClF6N2O2SSi3, DFT ωB97M-V/def2-TZVPD
C -2.06981 -3.64171 1.26790
Si -2.18870 -2.70882 -0.36597
C -3.90149 -1.91831 -0.42496
C -0.83322 -1.39315 -0.51728
C -1.03724 -0.09298 0.27335
C -0.99291 -0.22316 1.78662
F -2.26620 -0.48134 2.24872
F -0.19953 -1.26954 2.15988
Si -0.39320 1.33306 2.74525
O 0.37569 2.39231 1.69811
Si 1.40128 3.55552 2.28037
Br 0.79684 4.20432 4.35637
C 1.30215 5.06757 1.17948
C 1.24808 6.43623 1.87206
C 2.50091 6.80400 2.66511
Cl 2.07390 7.84939 4.06604
C 3.13654 2.83678 2.42756
C 3.99530 2.96814 1.15201
S 4.93725 4.49244 1.28772
C 6.04611 4.35048 -0.03642
N 6.15696 3.47105 -0.96852
N 7.25255 3.87886 -1.73247
C 7.68485 4.95765 -1.19305
O 6.96792 5.33042 -0.09634
C -1.99582 -4.01052 -1.69990
C -3.02773 -4.94969 -1.82902
C -2.97865 -5.98259 -2.76469
C -1.85422 -6.07408 -3.58041
C -0.82311 -5.14755 -3.47565
C -0.88480 -4.11511 -2.53981
H -1.06558 -4.06420 1.31283
H -2.74900 -4.48857 1.25889
H -2.22201 -3.01463 2.13714
H -3.89515 -0.88570 -0.76846
H -4.35518 -1.95021 0.56057
H -4.56218 -2.46468 -1.09305
H 0.10255 -1.85061 -0.19772
H -0.69988 -1.11277 -1.55903
H -1.99575 0.35413 0.02744
H -0.26769 0.62330 -0.01034
H 0.51952 0.86105 3.80760
H -1.54408 1.96889 3.40695
H 0.37223 4.97084 0.61913
H 2.08953 5.07822 0.42909
H 1.12972 7.18525 1.09243
H 0.38475 6.53697 2.51708
H 3.01913 5.95224 3.08109
H 3.16378 7.40713 2.06104
H 3.04442 1.78821 2.69907
H 3.61581 3.31985 3.27784
H 3.35819 2.95479 0.27464
H 4.68270 2.13383 1.11000
H 8.51641 5.54897 -1.51461
H -3.89978 -4.89301 -1.19020
H -3.79636 -6.68251 -2.83114
H -1.81576 -6.88281 -4.29202
H 0.04578 -5.23155 -4.11112
H -0.07752 -3.40218 -2.46970
B -6.31194 -7.53758 -4.37815
F -5.15848 -7.16145 -5.09964
F -6.75023 -8.79650 -4.82085
F -5.98552 -7.60242 -3.00223
F -7.32214 -6.58199 -4.57666
```

---

Entry 4:
Here is a structure of composition C44H41F9N5OPRbS4 in a non-equilibrium geometry from OMol25. Energies are from ωB97M-V/def2-TZVPD.

**HOMO-LUMO gap**: 0.169 Ha
**Electronic energy**: -4907.4436 Ha
**Charge**: -1
**Lowest unoccupied orbital energy**: 1.69 eV
**HOMO level**: -2.92 eV

Geometry as XYZ:
```
106
C44H41F9N5OPRbS4, DFT ωB97M-V/def2-TZVPD
Rb -0.72224 -2.34227 -0.63758
C -0.59841 -1.80678 3.62599
C 0.34391 -0.86563 2.96339
C 0.60905 0.30065 3.87893
C 1.50247 0.18951 4.90966
C 1.81864 1.21900 5.78327
C 1.08134 2.39325 5.63768
C 0.07491 2.40054 4.71750
N -0.17460 1.40209 3.84602
N -0.89304 -3.01319 2.90961
C -0.09880 -4.17650 3.19407
C 1.15640 -4.31297 2.38950
C 2.37610 -4.60440 3.00991
C 3.49845 -4.75026 2.25987
C 3.38663 -4.47536 0.88800
C 2.15846 -4.13259 0.37680
N 1.04858 -4.03884 1.09559
C -2.33124 -3.26254 2.86260
C -3.18847 -2.11787 2.27214
C -4.48417 -2.04605 2.69498
C -5.28322 -1.11292 2.05240
C -4.77178 -0.20917 1.10164
C -3.41505 -0.37276 0.78081
N -2.67724 -1.27952 1.36975
H -1.57455 -1.29373 3.76063
H -0.13497 -2.06224 4.59634
H -0.01494 -0.45634 2.03936
H 1.27824 -1.31065 2.63605
H 1.86676 -0.77079 5.14828
H 2.52629 1.09178 6.59353
H 1.22191 3.19845 6.32698
H -0.64885 3.19872 4.73237
H -0.75340 -5.01730 3.05339
H 0.25504 -4.19605 4.26448
H 2.34668 -4.71444 4.11932
H 4.40569 -4.97099 2.77315
H 4.29607 -4.45876 0.27208
H 2.09549 -3.91616 -0.66629
H -2.74386 -3.51776 3.85099
H -2.42674 -4.13509 2.13244
H -4.88956 -2.71784 3.43394
H -6.32262 -1.03779 2.28426
H -5.30298 0.61025 0.62921
H -2.95848 0.26898 0.05537
S 0.99497 -2.66891 -3.28996
S -0.45089 -3.80412 -4.16354
S -1.41460 -5.02469 -2.83092
S -3.11476 -4.16680 -2.08006
F 4.27581 5.17835 -0.30273
C 4.35976 3.89850 -0.79250
F 5.12109 3.24043 0.14824
F 5.16732 4.00931 -1.86214
C 2.98660 3.28116 -1.11033
C 2.24302 2.80054 -0.02912
C 1.08869 2.09766 -0.23976
C 0.55757 2.06301 -1.53437
C 1.24268 2.65717 -2.59604
C 2.50408 3.18186 -2.37390
P -0.96538 1.14502 -1.84051
C -2.25130 2.38732 -1.53315
C -2.09159 3.30261 -0.44383
C -3.06954 4.23980 -0.22729
C -4.24703 4.35911 -1.01580
C -4.44110 3.29810 -1.95546
C -3.49043 2.33143 -2.21639
C -5.29657 5.34544 -0.74121
F -4.87695 6.64982 -0.99146
F -5.64617 5.34987 0.54900
F -6.38606 5.20950 -1.45892
C -1.26657 0.99152 -3.60864
C -1.62302 2.09267 -4.40632
C -1.97983 1.97383 -5.73579
C -2.02562 0.68762 -6.25010
C -1.69640 -0.44883 -5.48858
C -1.23903 -0.27172 -4.17904
C -2.39886 0.67098 -7.66321
F -1.55915 1.44057 -8.40013
F -3.60292 1.20901 -7.80410
F -2.25304 -0.57125 -8.20322
H 2.59087 2.92013 1.00158
H 0.55686 1.67065 0.60600
H 0.96350 2.44486 -3.59340
H 3.11848 3.55639 -3.15831
H -1.21434 3.24219 0.18997
H -2.96668 4.88099 0.64254
H -5.40913 3.17994 -2.45032
H -3.70294 1.55832 -2.93278
H -1.51691 3.09261 -3.99992
H -2.26227 2.83850 -6.37940
H -1.75144 -1.43467 -5.94935
H -0.81958 -1.13187 -3.66914
C 4.44328 -1.10460 1.90617
N 4.52710 -1.06963 0.45788
C 5.81112 -1.43866 -0.07735
C 3.41117 -0.95145 -0.30142
C 3.51270 -1.10838 -1.79140
O 2.31659 -0.74197 0.21992
H 4.64081 -2.08880 2.37422
H 3.43674 -0.80461 2.14751
H 5.09288 -0.39559 2.39320
H 6.19074 -2.42937 0.35278
H 6.54891 -0.66597 0.15133
H 5.79754 -1.58313 -1.18198
H 4.33915 -0.42836 -2.03785
H 2.55388 -0.75785 -2.18930
H 3.69819 -2.16317 -2.07833
```